Model A:
A cluster of 2 separate species, C5H11NO in total, computed with wB97M-V/def2-TZVPD.

E_LUMO (alpha / beta)	-4.3412 / -7.2095	eV
HOMO level (alpha / beta)	-14.55 / -14.55	eV
HOMO-LUMO gap (alpha / beta)	10.21 / 7.34	eV
2S+1	2
net charge	+1

Geometry (Å):
O 0.925 0.836 3.864
N 0.953 -0.595 -0.770
C -1.651 1.152 -2.532
C -0.196 0.175 -0.826
C -0.483 0.558 -2.238
C -0.984 0.404 0.281
C 1.259 -1.521 0.332
H 2.353 -1.490 0.334
H 0.747 -2.481 0.199
H -1.809 1.108 0.345
H 0.661 -0.074 4.034
H -2.343 1.544 -1.794
H 1.040 -1.093 1.301
H 1.176 1.236 4.690
H -1.948 1.298 -3.561
H 0.050 0.195 -3.112
H -0.744 -0.212 1.133
H 0.994 -1.041 -1.681

Model B:
A cluster of 2 separate species, C5H11NO in total, computed with wB97M-V/def2-TZVPD.

E_LUMO (alpha / beta)	-5.4974 / -7.7596	eV
HOMO level (alpha / beta)	-14.90 / -15.53	eV
HOMO-LUMO gap (alpha / beta)	9.40 / 7.77	eV
2S+1	2
net charge	+1

Geometry (Å):
O -0.645 0.341 -2.762
N -1.893 -0.669 1.092
C -1.922 -1.267 -0.051
C 1.530 1.007 0.675
C 2.826 0.351 0.105
C 0.508 -0.088 0.901
C -0.797 0.078 1.391
H -0.966 0.862 2.124
H 2.577 -0.148 -0.828
H -0.190 0.844 -3.455
H 1.749 1.572 1.574
H 3.153 -0.449 0.767
H 3.548 1.153 0.041
H -1.576 0.342 -3.063
H -1.313 -0.945 -0.897
H 0.577 -0.841 0.116
H 0.953 1.547 -0.085
H -2.782 -1.903 -0.231

Model C:
The ion C5H11NO with charge +1, computed with wB97M-V/def2-TZVPD.

E_LUMO (alpha / beta)	-3.4692 / -8.1778	eV
HOMO level (alpha / beta)	-13.74 / -13.69	eV
HOMO-LUMO gap (alpha / beta)	10.27 / 5.51	eV
2S+1	2
net charge	+1

Geometry (Å):
O -2.233 -1.358 1.392
N 0.673 0.427 -1.127
C -0.204 0.340 0.009
C 0.115 -0.961 0.655
C -1.670 0.539 -0.424
C 2.121 0.546 -0.924
C -0.951 -1.241 1.620
H 2.264 1.353 -0.063
H 0.209 0.901 -1.910
H -1.901 0.137 -1.434
H -0.766 -1.448 2.644
H -1.765 1.657 -0.602
H 2.741 0.884 -1.795
H 2.699 -0.323 -0.520
H -2.254 0.465 0.568
H 0.983 -1.235 1.190
H -0.158 -1.818 -0.090
H 0.097 1.134 0.810

Need the numbers? Relative energies in hartree: model A 0.0000; model B 0.0285; model C 0.0641.